Entry 1:
DFT (the ωB97M-V functional and the def2-TZVPD basis) results for a molecular structure, C31H39Cl3CrN7O3PS2Si.

Geometry (Å):
H  -5.090  -1.163  0.716
H  4.506  2.054  4.232
N  -0.347  -0.271  2.079
O  1.979  -0.366  0.427
C  2.818  0.899  3.745
Si  -0.093  -3.625  1.536
C  -0.308  2.795  1.507
C  0.630  0.059  2.985
N  -1.467  4.126  -0.919
H  -0.273  -6.045  0.826
S  -4.154  -0.381  2.804
H  -2.265  4.466  -1.456
C  -5.151  -1.464  1.759
C  0.703  4.856  0.711
C  -1.678  1.198  -4.489
P  -0.010  1.897  -0.077
C  -0.190  4.763  -1.475
Cl  4.806  -3.118  -0.376
H  0.544  2.628  2.169
C  -1.603  0.220  -3.509
H  -0.601  2.668  -5.628
H  0.914  -5.176  -0.142
C  1.898  0.428  2.718
H  -1.865  -2.965  3.124
O  -0.269  -0.981  -1.909
N  2.400  0.572  1.389
C  0.506  -5.284  0.864
C  4.037  -1.859  0.438
C  3.865  1.679  3.447
H  2.076  -3.747  2.704
H  -0.367  5.841  -1.479
N  0.924  4.433  -0.667
H  -1.920  -4.354  -4.530
C  0.683  1.621  -4.263
H  0.948  -2.741  3.617
H  0.578  5.942  0.729
H  -1.787  -4.866  -0.284
H  5.021  2.594  1.792
C  -1.568  -4.264  -1.154
H  -6.178  -1.353  2.102
Cl  4.725  -1.345  1.880
H  -2.628  1.401  -4.968
H  2.218  2.885  -0.173
C  -2.597  -0.383  1.956
H  1.543  2.745  -1.784
C  1.311  3.018  -0.753
C  -1.098  -2.722  -3.409
C  0.783  0.624  -3.298
C  -1.669  -3.982  -3.548
H  -2.353  2.216  -0.652
H  0.328  0.003  4.025
H  -2.472  -4.182  1.995
O  2.223  -1.993  -1.040
C  -1.417  2.633  -1.032
C  -1.635  4.557  0.543
H  3.781  1.350  0.028
H  1.302  -5.661  1.507
C  1.304  -2.980  2.614
C  -0.539  1.911  -4.856
H  -0.074  4.387  -2.492
C  -1.610  -3.888  2.599
C  3.502  1.353  1.082
H  -2.400  -5.699  -2.495
H  -2.517  4.040  0.919
C  2.775  -1.443  -0.137
C  -1.920  -4.733  -2.410
Cr  -0.194  -0.581  0.159
H  1.782  -2.083  2.233
H  1.575  4.588  1.305
N  -0.482  4.238  1.301
H  2.579  0.643  4.769
H  1.741  0.386  -2.839
C  -0.926  -3.029  -0.978
H  -4.842  -2.502  1.863
H  1.582  2.149  -4.556
H  -0.902  -2.106  -4.276
H  -2.475  -0.345  -3.202
N  -1.572  -0.373  2.718
Cl  4.339  0.594  -1.844
C  4.178  1.975  2.059
N  -0.451  -2.530  0.216
C  -0.369  -0.039  -2.926
H  -1.186  2.367  1.998
H  -1.441  -4.667  3.346
C  -0.790  -2.274  -2.147
H  -1.803  5.636  0.520
S  -2.545  -0.254  0.204
H  -1.317  2.381  -2.087

Properties
energy relative to the best compared isomer or geometry (same formula, charge and spin) = 111.1 kcal per mole
HOMO (spin up / spin down) = -6.0 / -6.2 eV
calculated total energy = -5665.87600 a.u.
Kohn-Sham gap (spin up / spin down) = 5.227 / 5.137 eV
<S²> = 6.06
multiplicity = 5

Here are the Löwdin charges for atoms 1 to 6, given in e: -0.0003, 0.0978, -0.2147, -0.1423, -0.0617, 0.4439

---

Entry 2:
DFT (the ωB97M-V functional and the def2-TZVPD basis) results for a molecular structure, C6H12B2Cl6F8Sn in a non-equilibrium geometry.

Geometry (Å):
B  -0.379  -0.468  -0.073
H  -5.473  -0.044  2.495
H  3.574  4.321  1.275
C  3.320  2.513  0.094
C  2.791  3.744  0.795
Sn  -2.170  -3.040  -0.669
H  4.148  2.743  -0.574
H  2.320  4.336  0.010
Cl  1.470  3.261  1.881
Cl  -3.750  0.222  -0.737
H  2.611  -1.446  -2.676
F  0.204  -1.760  0.084
H  0.628  0.276  -2.768
C  2.600  -0.423  -2.310
C  -5.211  -0.273  1.463
Cl  1.754  0.114  -4.818
H  2.540  2.010  -0.471
C  1.657  0.475  -3.056
H  1.892  1.529  -2.965
F  -1.061  -0.520  -1.329
H  -6.137  -0.379  0.909
Cl  4.315  0.096  -2.420
F  -1.337  -0.369  0.966
B  -0.063  -3.898  2.042
F  1.126  -3.231  1.823
Cl  3.983  1.305  1.238
F  -1.208  -3.012  1.998
H  2.404  -0.474  -1.239
H  -4.713  1.652  0.767
F  0.587  0.494  0.062
F  -0.315  -4.814  0.993
F  -0.047  -4.546  3.271
H  -3.307  0.855  1.515
Cl  -4.547  -1.948  1.497
C  -4.206  0.700  0.928

Properties
HOMO = -10.1 eV
calculated total energy = -4060.27464 a.u.
Kohn-Sham gap = 6.203 eV
multiplicity = 1

Here are the natural (NBO) charges for atoms 1 to 6, given in e: 1.3320, 0.2438, 0.2216, -0.3851, -0.3906, 1.7242

---

Entry 3:
DFT (the ωB97M-V functional and the def2-TZVPD basis) results for 2 unconnected molecules or ions with the total composition C3H4FNS in a non-equilibrium geometry.

Geometry (Å):
F  -0.466  0.552  -1.075
H  0.899  1.925  1.755
C  0.423  1.678  0.797
C  0.190  0.499  0.131
N  0.226  -1.914  -0.347
H  0.023  2.593  0.198
H  1.231  -1.314  1.164
S  -0.794  -2.115  -1.624
H  -2.234  -0.930  -1.437
C  0.502  -0.974  0.439

Properties
energy relative to the best compared isomer or geometry (same formula, charge and spin) = 79.7 kcal per mole
HOMO = -8.6 eV
calculated total energy = -669.37216 a.u.
Kohn-Sham gap = 8.217 eV
multiplicity = 1

Here are the natural (NBO) charges for atoms 1 to 6, given in e: -0.3397, 0.2367, -0.4679, 0.3369, -0.5536, 0.2279

---

Entry 4:
DFT (the ωB97M-V functional and the def2-TZVPD basis) results for 2 unconnected molecules or ions with the total composition C2H2ClO2 in a non-equilibrium geometry.

Geometry (Å):
H  -0.041  -0.358  -0.555
C  0.054  -0.037  0.485
O  -0.402  -0.595  4.737
C  -0.013  -1.271  3.937
Cl  1.216  -0.782  1.276
H  -0.567  0.655  0.913
O  0.353  -1.922  3.075

Properties
energy relative to the best compared isomer or geometry (same formula, charge and spin) = 12.0 kcal per mole
HOMO = -17.1 eV
calculated total energy = -687.70866 a.u.
Kohn-Sham gap = 8.908 eV
net charge = +1
multiplicity = 1

Here are the natural (NBO) charges for atoms 1 to 6, given in e: 0.2546, -0.0410, -0.4224, 1.0337, 0.5140, 0.2347

---

Entry 5:
DFT (the ωB97M-V functional and the def2-TZVPD basis) results for a molecular structure, C2H3Cl2N in a non-equilibrium geometry.

Geometry (Å):
Cl  -0.582  -0.354  -0.018
C  -0.666  1.494  -0.665
H  1.433  -1.754  0.811
N  0.415  2.069  -0.785
Cl  -0.538  -3.048  0.633
H  1.243  1.559  -0.618
C  0.377  -1.892  1.414
H  -1.681  1.927  -0.772

Properties
energy relative to the best compared isomer or geometry (same formula, charge and spin) = 104.0 kcal per mole
HOMO = -8.5 eV
calculated total energy = -1052.95719 a.u.
Kohn-Sham gap = 7.862 eV
multiplicity = 1

Here are the natural (NBO) charges for atoms 1 to 6, given in e: -0.1230, 0.2090, 0.1302, -0.5795, 0.0513, 0.3785

---

Entry 6:
DFT (the ωB97M-V functional and the def2-TZVPD basis) results for a single C3H4N4 molecule in a non-equilibrium geometry.

Geometry (Å):
N  1.902  -0.226  -0.840
H  2.661  0.203  -0.342
C  -1.913  -0.095  0.421
N  -1.117  0.775  0.994
C  0.636  -0.127  -0.313
H  -2.944  -0.006  0.731
H  0.186  1.727  1.312
C  0.156  0.841  0.659
N  -0.242  -1.021  -0.794
H  2.128  -1.068  -1.363
N  -1.525  -0.995  -0.453

Properties
energy relative to the best compared isomer or geometry (same formula, charge and spin) = 70.3 kcal per mole
HOMO = -9.1 eV
calculated total energy = -335.66135 a.u.
Kohn-Sham gap = 9.413 eV
multiplicity = 1

Here are the natural (NBO) charges for atoms 1 to 6, given in e: -0.7931, 0.3919, 0.1627, -0.4252, 0.3180, 0.1867

---

Entry 7:
DFT (the ωB97M-V functional and the def2-TZVPD basis) results for 5 unconnected molecules or ions with the total composition C36H78N4O5 in a non-equilibrium geometry.

Geometry (Å):
H  -2.197  -2.275  -7.061
H  -0.537  -2.228  -7.802
H  -0.642  3.752  0.081
H  -1.512  -5.555  -4.760
H  4.828  -1.546  -1.158
C  4.156  0.988  2.598
H  -3.345  -3.325  -2.009
C  2.163  -2.019  -1.893
C  2.168  2.561  2.340
H  -0.345  -3.239  -0.945
H  -1.042  -2.020  -2.688
H  1.270  -3.451  -6.670
H  -3.900  -1.646  -5.219
C  0.286  -2.850  2.433
H  -4.613  -2.404  -3.974
H  1.929  -0.286  1.275
H  -1.957  4.799  0.450
H  3.753  -0.405  -0.392
C  -2.493  -2.897  -4.017
H  -2.670  0.506  -0.519
C  0.823  -3.046  0.958
H  2.754  -5.782  -0.023
H  -0.692  0.115  -3.964
H  5.058  4.215  6.442
C  3.286  -3.746  -0.403
H  1.905  4.646  4.396
C  2.111  2.366  6.079
H  4.584  -1.646  0.546
H  3.763  0.279  1.870
N  1.816  -1.993  0.679
H  1.377  3.171  2.777
O  -1.993  -4.894  -5.263
O  -2.165  1.316  -0.619
H  1.361  2.935  6.629
H  3.494  5.283  4.715
H  -4.187  -3.463  -5.293
H  2.794  -2.115  -2.777
C  -5.088  3.590  0.252
C  -0.569  -3.010  -5.739
H  1.092  -2.928  3.162
C  -0.423  -2.962  0.106
N  -1.470  -3.678  -4.812
C  -1.739  1.738  2.096
H  -1.869  -0.362  -5.194
H  -1.296  -3.529  0.430
H  2.522  1.724  6.859
H  0.340  -1.046  -6.053
H  0.749  0.793  5.557
H  -5.115  4.733  2.165
H  4.003  -3.783  -1.223
C  0.641  -3.868  -5.884
H  0.825  0.676  -0.797
C  -0.075  -1.602  -5.212
C  -2.373  2.821  1.213
C  -2.735  -3.747  -2.808
H  -2.674  3.693  -2.102
H  2.408  5.220  5.968
C  -4.862  1.930  -1.507
H  -4.109  5.211  0.934
H  3.957  -3.937  0.434
H  3.758  3.592  7.537
C  1.346  1.558  5.061
C  3.226  3.232  5.446
O  0.579  1.189  -1.567
H  1.724  -4.948  -1.203
H  -0.341  1.409  -1.425
H  4.959  1.459  2.030
O  4.941  3.343  3.839
H  1.158  -4.066  -4.945
H  1.943  -4.785  1.794
C  -1.219  -2.751  -7.131
C  1.383  -4.490  0.906
H  -0.349  -3.727  2.559
H  -1.382  -3.716  -7.612
C  -3.467  3.452  2.148
H  -5.140  1.034  -0.952
H  -3.328  -4.618  -3.085
H  1.685  -1.040  -1.912
H  -2.346  0.956  2.550
N  -2.997  2.233  0.041
H  -2.874  4.162  2.724
C  -4.067  3.003  -0.713
C  2.725  4.622  5.114
H  -1.006  4.258  1.801
H  0.640  -1.726  -4.400
H  -5.729  2.380  -1.993
H  -3.511  5.060  -1.175
C  2.751  -2.277  -0.470
H  5.679  2.847  4.201
H  -0.720  -1.914  0.107
C  -1.404  3.943  0.836
C  -1.777  -1.684  -3.419
H  -5.807  4.204  -0.291
H  -3.921  2.886  2.962
H  -5.793  2.854  0.638
C  -3.582  4.075  -1.635
C  3.128  1.819  3.332
C  2.321  -4.821  -0.300
C  2.308  0.826  4.155
H  0.594  2.178  4.572
H  1.870  1.920  1.510
C  -1.144  -0.737  -4.472
H  3.059  0.415  4.830
H  0.649  -5.296  0.909
H  -4.232  4.044  -2.510
N  3.884  2.609  4.320
H  -4.183  1.487  -2.235
H  1.735  0.075  3.611
H  -1.787  -4.173  -2.480
H  4.677  0.269  3.229
H  -0.188  -1.878  2.567
C  -3.838  -2.609  -4.713
H  -1.182  2.210  2.905
C  -4.444  4.297  1.425
H  -2.562  -1.247  -2.801
H  1.287  -2.648  -2.051
C  4.250  3.494  6.569
H  4.750  2.558  6.815
O  1.288  -0.698  0.691
H  0.401  -4.887  -6.186
C  4.061  -1.450  -0.390
H  2.928  3.263  1.996
H  -0.896  1.191  1.673

Properties
energy relative to the best compared isomer or geometry (same formula, charge and spin) = 0.0 kcal per mole
HOMO (spin up / spin down) = -10.0 / -10.0 eV
calculated total energy = -2013.12827 a.u.
Kohn-Sham gap (spin up / spin down) = 7.350 / 3.202 eV
<S²> = 0.75
net charge = +1
multiplicity = 2

Here are the Löwdin charges for atoms 1 to 6, given in e: 0.0754, 0.0811, 0.1076, 0.1068, 0.0927, -0.0337

---

Entry 8:
DFT (the ωB97M-V functional and the def2-TZVPD basis) results for a single C3H6N2S molecule in a non-equilibrium geometry.

Geometry (Å):
H  0.294  -0.659  2.740
S  -0.814  -0.442  -3.585
N  0.107  1.040  -0.139
C  -0.365  0.348  -2.270
H  0.250  -0.939  -0.706
H  -0.369  1.501  -2.134
H  0.928  -1.350  1.226
N  -0.043  0.008  -1.052
H  -0.728  -1.199  1.454
C  0.227  0.744  1.068
H  0.294  1.633  1.768
C  0.219  -0.685  1.630

Properties
energy relative to the best compared isomer or geometry (same formula, charge and spin) = 50.4 kcal per mole
HOMO = -8.4 eV
calculated total energy = -625.54172 a.u.
Kohn-Sham gap = 9.054 eV
multiplicity = 1

Here are the natural (NBO) charges for atoms 1 to 6, given in e: 0.2394, -0.0974, -0.2374, -0.0975, 0.3894, 0.2032